Record 1
Here is C4H7CsO2 as an isolated structure from OMol25. Energies are from wB97M-V/def2-TZVPD.

Energy above the lowest of the compared OMol25 structures with the same formula, charge and spin ... 20.6 kcal per mole
Orbital gap ... 3.824 eV
Highest occupied orbital energy ... -5.08 eV
Largest force on an atom ... 2.294 eV/Å
Energy ... -327.08840 Eh

```
14
Properties=species:S:1:pos:R:3:forces:R:3
O 0.736 0.320 0.191 -0.53 -0.09 0.44
C -0.289 0.235 0.908 2.19 -0.53 0.45
O -1.446 0.639 0.348 -1.29 0.38 -0.48
Cs 2.939 -1.234 3.258 -0.69 0.34 -0.56
C -7.393 2.051 -1.240 0.11 0.16 -0.43
C -7.840 2.582 -2.379 -0.40 -0.13 0.56
H -7.015 2.679 -0.429 -0.11 -0.23 -0.26
H -7.340 0.969 -1.099 -0.07 0.35 0.00
H -7.914 3.664 -2.513 0.15 -0.32 -0.01
H -8.277 1.959 -3.164 0.33 0.17 0.14
C -1.443 1.116 -1.006 0.23 -0.01 -0.11
H -0.787 1.990 -1.109 -0.09 -0.24 -0.05
H -2.472 1.399 -1.254 0.16 -0.08 0.19
H -1.108 0.329 -1.694 0.02 0.24 0.13
```
Forces are in eV/Å.

***

Record 2
Here is a 2-piece molecular cluster, C4H7F3N3 overall from OMol25. Energies are from wB97M-V/def2-TZVPD.

Energy above the lowest of the compared OMol25 structures with the same formula, charge and spin ... 112.4 kcal per mole
Net charge ... +1
Orbital gap (spin up / spin down) ... 4.444 / 4.457 eV
Highest occupied orbital energy (spin up / spin down) ... -10.27 / -10.27 eV
Largest force on an atom ... 3.259 eV/Å
Energy ... -620.01421 Eh

```
17
Properties=species:S:1:pos:R:3:forces:R:3
C 0.678 -0.624 -2.796 1.83 -0.25 1.12
C 0.338 -0.533 -4.076 0.77 2.67 1.21
C 0.106 -1.652 -1.964 -1.34 0.17 0.09
C 0.707 -0.699 0.236 -2.28 -0.70 2.22
N 0.001 -1.522 -0.641 1.80 1.03 0.72
N -0.652 1.458 1.556 -0.46 -0.48 0.98
N -0.121 2.183 2.505 -1.06 -1.58 -1.65
F 0.661 0.624 -4.638 -0.12 -0.91 -1.11
F -0.436 -1.271 -4.746 -0.87 -0.82 -1.16
F 1.633 0.153 -0.157 0.15 -0.39 -0.48
H 1.500 0.128 -2.509 -1.81 -1.32 -0.03
H -0.584 -2.412 -2.404 0.81 0.76 0.39
H 0.602 -0.936 1.341 0.65 0.24 -1.87
H -0.635 -2.123 -0.109 0.37 -0.02 -0.54
H -1.312 0.655 1.906 1.59 2.05 -0.12
H 0.421 2.993 2.242 0.12 -0.04 -0.43
H -0.308 2.084 3.482 -0.18 -0.42 0.64
```
Forces are in eV/Å.

***

> Which of these has the lowest energy above the lowest of the compared OMol25 structures with the same formula, charge and spin?

C4H7CsO2

***

> Look up the energy of the second one.

-620.01421 Eh